Computed, not measured: a molecular structure, C13H52AgF6N23O19S2 at a distorted geometry, with ωB97M-V/def2-TZVPD.

**Energy**: -4758.1719 hartree
**2S+1**: 2
**HOMO-LUMO gap (spin up / spin down)**: 8.27 / 3.28 eV
**Total charge**: +1
**E_HOMO (spin up / spin down)**: -10.89 / -10.89 eV
**<S²>**: 0.754
**Relative energy (zero: lowest compared OMol25 entry of this formula, charge and spin)**: 0.00 kcal per mole

Positions of all 116 atoms, in Å:
H: 0.014 3.475 -4.132
H: 3.234 0.738 -3.077
O: 0.919 3.772 -4.285
H: -2.234 4.017 3.465
H: -5.846 2.381 4.983
C: 0.473 -0.595 2.127
H: 3.545 -3.398 6.259
H: -2.285 5.626 -2.198
O: 0.879 -4.272 6.238
Ag: 2.005 2.695 -0.084
N: -4.042 1.492 2.490
N: -1.002 -3.668 0.693
H: -3.187 -0.181 -3.535
N: -6.041 0.024 -4.969
C: -4.415 2.241 3.563
H: 2.153 2.251 2.916
C: -2.738 -0.873 5.635
H: 1.274 3.124 -4.902
C: 1.274 0.680 -7.756
N: 1.413 -0.669 -7.544
H: 4.704 1.638 -0.741
N: 0.534 -5.345 0.314
N: -2.837 -0.864 4.268
H: -4.734 -0.183 -2.878
O: 3.760 -2.621 3.255
H: -0.693 3.578 -1.037
N: 4.107 0.726 -6.167
H: 4.057 1.718 -6.337
H: -4.484 0.624 2.252
F: -0.454 -1.143 2.897
F: 0.657 -0.677 -3.898
H: -1.330 -4.646 7.030
C: -0.743 -5.009 0.659
C: -0.108 -4.334 5.505
H: -3.233 2.636 -4.703
O: -1.993 -0.141 6.255
O: 2.678 2.562 2.172
H: -6.419 -0.709 -4.398
H: -0.817 -4.259 3.567
H: 5.738 -3.065 -1.007
H: -2.336 -0.253 3.652
H: -5.666 0.786 4.170
N: -4.172 -0.276 -3.713
O: 1.439 1.511 -6.860
O: 0.449 5.041 2.075
N: -3.637 -1.743 6.219
H: 3.528 2.811 2.549
H: 3.150 -3.259 1.171
O: 0.095 3.788 -0.505
S: 1.140 -0.482 -1.358
H: -0.916 5.660 4.875
H: -0.265 -3.054 0.393
C: 4.351 -4.219 -0.122
C: -4.759 0.421 -4.764
N: 0.001 -4.217 4.153
C: 0.143 0.002 -2.855
F: 1.285 -1.525 1.657
H: 1.243 2.000 -9.309
N: 4.993 -3.038 -0.335
N: 3.356 -4.173 0.811
S: -0.409 0.336 0.692
H: -3.265 -1.637 3.789
C: 3.818 0.268 -4.951
N: -5.454 1.755 4.307
H: 3.924 0.141 -6.971
H: 0.701 -6.305 0.066
H: 4.303 0.785 0.463
O: 4.580 -5.220 -0.791
O: -1.568 -5.836 1.027
O: -1.475 -0.512 0.244
H: -1.879 -3.432 1.115
H: -3.562 4.303 -4.925
N: -1.374 4.029 2.927
H: 4.878 -1.476 5.964
H: 0.914 0.344 -9.746
H: -3.084 5.950 -3.715
N: -2.914 3.602 -4.604
H: 1.338 -1.256 -8.356
H: -3.508 1.945 1.769
H: 4.861 -2.187 0.175
O: -0.822 1.564 1.298
C: -0.394 4.952 2.978
N: 0.831 0.744 -0.379
F: 1.171 0.278 2.839
H: -0.080 4.646 -0.095
H: 1.448 -1.074 -6.632
N: -1.344 -4.536 6.032
O: -4.188 1.270 -5.434
H: 0.786 -3.740 3.748
C: -2.375 4.019 -3.406
O: -3.963 3.367 3.752
O: 3.947 1.387 -0.200
O: 3.723 -1.022 -4.829
H: 2.969 -5.023 1.172
H: 1.218 -4.691 -0.030
H: -6.583 0.293 -5.770
N: -0.439 5.844 4.013
H: -2.163 -4.248 5.529
N: 4.433 -1.403 5.068
O: -1.849 3.233 -2.613
O: 0.754 -1.802 -0.943
H: 4.430 -0.518 4.601
N: 3.802 -3.586 5.307
H: -3.406 -1.874 7.190
H: -4.544 -1.857 5.815
C: 3.948 -2.526 4.470
F: -1.148 -0.159 -2.700
O: 2.497 -0.441 -1.859
H: -1.207 3.313 2.239
N: -2.571 5.335 -3.114
F: 0.398 1.282 -3.107
H: 0.320 6.500 3.946
N: 3.713 1.092 -3.923
N: 1.094 1.043 -9.049
H: 3.600 -4.446 4.831
H: 3.961 2.061 -4.025